[1]
The following is a DFT calculation (ωB97M-V/def2-TZVPD) of a molecular structure, C9H17N5NiO3.

Geometry as XYZ:
```
35
Properties=species:S:1:pos:R:3
Ni -0.686 -0.200 -0.101
C 3.721 -2.752 1.041
O 3.031 -1.792 0.249
C 1.946 -1.160 0.724
O 1.445 -0.284 0.053
N 1.516 -1.544 1.955
N 0.392 -0.912 2.501
H 4.605 -3.023 0.473
H 3.118 -3.651 1.192
H 4.024 -2.331 2.001
H 1.765 -2.460 2.289
H 0.579 -0.752 3.481
H -0.443 -1.456 2.316
C -1.923 -2.026 -2.263
O -2.627 -2.035 -1.040
C -2.054 -1.301 -0.044
C -2.984 -1.465 1.140
H -1.877 -1.015 -2.675
H -2.453 -2.680 -2.956
H -0.904 -2.396 -2.125
H -3.997 -1.137 0.886
H -2.640 -0.889 1.999
H -3.048 -2.524 1.417
N 1.757 4.213 -1.829
C 0.607 3.650 -1.318
C 0.553 2.282 -1.017
N -0.535 1.737 -0.495
C -1.578 2.551 -0.258
C -1.500 3.895 -0.551
N -0.418 4.460 -1.086
H 2.381 3.605 -2.331
H 1.633 5.124 -2.238
H 1.398 1.630 -1.189
H -2.461 2.089 0.154
H -2.343 4.548 -0.355
```

Values from the calculation:
HOMO level (alpha / beta) in eV: -6.16 / -6.16
Total energy in eV: -64241.5875
Energy above the lowest of the compared OMol25 structures with the same formula, charge and spin in kJ/mol: 0.0
HOMO-LUMO gap (alpha / beta) in eV: 6.7 / 6.7

In elementary charge units, the Mulliken charges are: number 1, Ni, carries -0.21; number 2, C, carries -0.81; number 3, O, carries -0.34; number 4, C, carries 0.59; number 5, O, carries -0.44; number 6, N, carries 0.03; number 7, N, carries -0.58; number 8, H, carries 0.24; number 9, H, carries 0.33; number 10, H, carries 0.37; number 11, H, carries 0.21; number 12, H, carries 0.26; number 13, H, carries 0.15; number 14, C, carries -0.59; number 15, O, carries -0.31; number 16, C, carries 0.32; number 17, C, carries -1.27; number 18, H, carries 0.25; number 19, H, carries 0.26; number 20, H, carries 0.23; number 21, H, carries 0.35; number 22, H, carries 0.34; number 23, H, carries 0.35; number 24, N, carries -0.47; number 25, C, carries 0.53; number 26, C, carries -0.14; number 27, N, carries -0.03; number 28, C, carries -0.19; number 29, C, carries -0.34; number 30, N, carries -0.61; number 31, H, carries 0.24; number 32, H, carries 0.27; number 33, H, carries 0.31; number 34, H, carries 0.36; number 35, H, carries 0.36


[2]
The following is a DFT calculation (ωB97M-V/def2-TZVPD) of C9H17NO2 in the gas phase.

Geometry as XYZ:
```
29
Properties=species:S:1:pos:R:3
C 4.105 0.137 1.157
C 3.131 -1.027 1.151
H 3.640 -1.973 0.935
H 2.621 -1.129 2.115
O 2.150 -0.793 0.136
C 1.170 -1.692 0.039
O 1.098 -2.674 0.729
C 0.163 -1.313 -1.036
N -0.862 -0.462 -0.452
C -2.130 -0.541 -1.155
C -3.205 0.195 -0.360
C -2.810 1.654 -0.167
C -1.438 1.709 0.495
C -0.430 0.918 -0.332
H 0.547 0.937 0.153
H -0.323 1.387 -1.330
H -1.099 2.741 0.595
H -1.498 1.266 1.491
H -3.550 2.170 0.447
H -2.768 2.154 -1.137
H -3.306 -0.285 0.614
H -4.159 0.120 -0.884
H -2.405 -1.593 -1.253
H -2.058 -0.105 -2.169
H -0.302 -2.238 -1.382
H 0.687 -0.827 -1.876
H 4.865 -0.028 1.915
H 4.584 0.229 0.186
H 3.581 1.064 1.375
```

Values from the calculation:
HOMO level in eV: -8.73
Total energy in eV: -15194.1572
Energy above the lowest of the compared OMol25 structures with the same formula, charge and spin in kJ/mol: 3.4
HOMO-LUMO gap in eV: 9.7

In elementary charge units, the Mulliken charges are: number 1, C, carries -1.18; number 2, C, carries -0.26; number 3, H, carries 0.32; number 4, H, carries 0.32; number 5, O, carries -0.24; number 6, C, carries 0.50; number 7, O, carries -0.58; number 8, C, carries -0.71; number 9, N, carries 0.04; number 10, C, carries -0.71; number 11, C, carries -0.72; number 12, C, carries -0.72; number 13, C, carries -0.76; number 14, C, carries -0.43; number 15, H, carries 0.23; number 16, H, carries 0.34; number 17, H, carries 0.36; number 18, H, carries 0.31; number 19, H, carries 0.31; number 20, H, carries 0.32; number 21, H, carries 0.32; number 22, H, carries 0.36; number 23, H, carries 0.45; number 24, H, carries 0.32; number 25, H, carries 0.48; number 26, H, carries 0.33; number 27, H, carries 0.39; number 28, H, carries 0.30; number 29, H, carries 0.30


[3]
The following is a DFT calculation (ωB97M-V/def2-TZVPD) of 2 unconnected molecules or ions with the total composition C9H17NO3Si in a non-equilibrium geometry.

Geometry as XYZ:
```
31
Properties=species:S:1:pos:R:3
C -4.032 -0.118 0.184
C -3.022 -1.085 0.117
C -3.446 1.088 0.073
C -1.833 -0.404 0.073
C 0.306 -2.311 0.597
C 0.993 2.647 1.391
C -0.033 -0.120 -2.460
C 3.987 -0.607 0.031
C 0.319 -0.778 0.858
N -2.054 0.999 0.051
O 0.933 1.891 0.225
O 1.036 -0.098 -1.619
O 3.041 0.389 0.234
Si 1.411 0.357 -0.085
H -5.132 -0.376 0.029
H -3.026 -2.206 0.105
H -3.958 2.016 0.116
H 1.112 -2.781 1.146
H -0.676 -2.679 0.833
H 0.562 -2.433 -0.402
H 2.085 2.595 1.701
H 0.257 2.284 2.168
H 0.709 3.574 1.070
H 0.208 -0.614 -3.429
H -0.283 0.921 -2.785
H -1.054 -0.345 -2.048
H 3.883 -1.242 0.922
H 5.087 -0.291 0.005
H 3.839 -1.168 -0.840
H 0.138 -0.674 1.939
H -1.359 1.573 -0.199
```

Values from the calculation:
HOMO level in eV: -8.05
Total energy in eV: -25117.1497
Energy above the lowest of the compared OMol25 structures with the same formula, charge and spin in kJ/mol: 317.9
HOMO-LUMO gap in eV: 8.3

In elementary charge units, the Mulliken charges are: number 1, C, carries -0.52; number 2, C, carries -0.33; number 3, C, carries -0.61; number 4, C, carries -0.41; number 5, C, carries -1.39; number 6, C, carries -0.63; number 7, C, carries -0.63; number 8, C, carries -0.73; number 9, C, carries 0.14; number 10, N, carries 0.26; number 11, O, carries -0.37; number 12, O, carries -0.30; number 13, O, carries -0.37; number 14, Si, carries 0.50; number 15, H, carries 0.29; number 16, H, carries 0.34; number 17, H, carries 0.43; number 18, H, carries 0.41; number 19, H, carries 0.32; number 20, H, carries 0.38; number 21, H, carries 0.22; number 22, H, carries 0.25; number 23, H, carries 0.29; number 24, H, carries 0.29; number 25, H, carries 0.26; number 26, H, carries 0.31; number 27, H, carries 0.30; number 28, H, carries 0.23; number 29, H, carries 0.31; number 30, H, carries 0.47; number 31, H, carries 0.29


[4]
The following is a DFT calculation (ωB97M-V/def2-TZVPD) of C9H17NSi in the gas phase in a non-equilibrium geometry.

Geometry as XYZ:
```
28
Properties=species:S:1:pos:R:3
C 0.262 0.838 -0.548
C 2.492 -0.590 -1.017
C 1.509 0.536 -0.634
C 2.815 0.271 0.213
C 2.668 -0.450 1.517
C 3.972 1.214 0.127
C -2.366 -1.358 -0.756
C -3.814 1.208 -0.676
C -2.289 0.143 1.931
N -0.832 1.356 -0.572
Si -2.265 0.465 -0.007
H 2.105 -1.521 -0.670
H 2.932 -0.532 -2.017
H 2.181 0.257 2.124
H 3.555 -0.776 1.999
H 1.927 -1.286 1.329
H 5.030 0.711 0.198
H 3.744 1.844 1.076
H 3.843 1.829 -0.674
H -1.436 -1.776 -0.998
H -2.874 -2.021 -0.138
H -2.841 -1.229 -1.814
H -4.243 1.940 -0.008
H -3.723 1.727 -1.665
H -4.574 0.395 -0.852
H -1.866 0.961 2.435
H -3.264 -0.067 2.392
H -1.728 -0.726 2.209
```

Values from the calculation:
HOMO level in eV: -8.26
Total energy in eV: -18974.3353
Energy above the lowest of the compared OMol25 structures with the same formula, charge and spin in kJ/mol: 86.8
HOMO-LUMO gap in eV: 9.0

In elementary charge units, the Mulliken charges are: number 1, C, carries 0.94; number 2, C, carries -1.01; number 3, C, carries -0.82; number 4, C, carries 1.25; number 5, C, carries -1.43; number 6, C, carries -1.42; number 7, C, carries -1.18; number 8, C, carries -1.04; number 9, C, carries -1.18; number 10, N, carries -0.44; number 11, Si, carries 0.59; number 12, H, carries 0.27; number 13, H, carries 0.30; number 14, H, carries 0.38; number 15, H, carries 0.41; number 16, H, carries 0.30; number 17, H, carries 0.27; number 18, H, carries 0.30; number 19, H, carries 0.47; number 20, H, carries 0.38; number 21, H, carries 0.36; number 22, H, carries 0.28; number 23, H, carries 0.36; number 24, H, carries 0.30; number 25, H, carries 0.30; number 26, H, carries 0.37; number 27, H, carries 0.35; number 28, H, carries 0.35


[5]
The following is a DFT calculation (ωB97M-V/def2-TZVPD) of a molecular structure, C9H18AsF7O9Rb in a non-equilibrium geometry.

Geometry as XYZ:
```
45
Properties=species:S:1:pos:R:3
Rb 0.153 1.033 0.541
As 2.433 -0.943 3.010
F 0.997 0.249 3.233
F 1.794 -1.251 1.346
F 3.833 -2.093 2.752
F 2.921 -0.577 4.776
F 1.272 -2.158 3.738
F 3.468 0.407 2.437
F -2.365 0.348 1.830
C -2.367 -1.668 -0.794
O -1.660 -1.928 -2.047
C -2.066 -2.951 -2.846
O -1.400 -3.418 -3.763
O -3.269 -3.334 -2.565
C -3.989 -4.419 -3.208
H -1.718 -1.124 -0.108
H -2.605 -2.596 -0.274
H -3.300 -1.160 -1.037
H -4.889 -4.764 -2.700
H -3.350 -5.298 -3.298
H -4.169 -4.012 -4.204
C -0.208 0.639 -3.965
O 0.657 -0.498 -3.915
C 1.297 -0.758 -2.793
O 1.548 -0.014 -1.842
O 1.531 -2.128 -2.826
C 2.138 -2.823 -1.763
H 0.281 1.559 -3.644
H -1.237 0.576 -3.612
H -0.193 0.782 -5.045
H 2.982 -2.263 -1.361
H 2.284 -3.892 -1.916
H 1.527 -2.798 -0.861
C -1.671 4.830 3.501
O -0.321 5.159 3.432
C 0.593 4.383 2.967
O 0.334 3.288 2.415
O 1.786 4.994 3.138
C 2.990 4.220 2.835
H -2.002 4.202 2.674
H -2.168 5.773 3.272
H -1.895 4.304 4.429
H 3.857 4.880 2.873
H 3.056 3.945 1.783
H 3.110 3.296 3.402
```

Values from the calculation:
HOMO level (alpha / beta) in eV: -10.85 / -10.85
Total energy in eV: -108568.1214
<S²>: 0.752
HOMO-LUMO gap (alpha / beta) in eV: 10.3 / 5.2
Multiplicity: 2

In elementary charge units, the Mulliken charges are: number 1, Rb, carries 0.97; number 2, As, carries 1.96; number 3, F, carries -0.57; number 4, F, carries -0.44; number 5, F, carries -0.49; number 6, F, carries -0.51; number 7, F, carries -0.49; number 8, F, carries -0.45; number 9, F, carries 0.00; number 10, C, carries -0.32; number 11, O, carries -0.05; number 12, C, carries 0.66; number 13, O, carries -0.57; number 14, O, carries -0.34; number 15, C, carries -0.67; number 16, H, carries -0.21; number 17, H, carries 0.35; number 18, H, carries 0.32; number 19, H, carries 0.24; number 20, H, carries 0.30; number 21, H, carries 0.29; number 22, C, carries -0.71; number 23, O, carries -0.32; number 24, C, carries 0.79; number 25, O, carries -0.60; number 26, O, carries -0.27; number 27, C, carries -0.61; number 28, H, carries 0.35; number 29, H, carries 0.24; number 30, H, carries 0.30; number 31, H, carries 0.32; number 32, H, carries 0.32; number 33, H, carries 0.18; number 34, C, carries -0.66; number 35, O, carries -0.33; number 36, C, carries 0.78; number 37, O, carries -0.52; number 38, O, carries -0.31; number 39, C, carries -0.63; number 40, H, carries 0.29; number 41, H, carries 0.27; number 42, H, carries 0.29; number 43, H, carries 0.29; number 44, H, carries 0.26; number 45, H, carries 0.31


[6]
The following is a DFT calculation (ωB97M-V/def2-TZVPD) of a molecular structure, C9H18BF2NO8PS4 in a non-equilibrium geometry.

Geometry as XYZ:
```
44
Properties=species:S:1:pos:R:3
C 2.675 -1.873 -0.047
P 2.785 -0.234 -0.934
C 4.601 0.213 -0.813
C 1.843 1.122 -0.043
S 2.293 2.627 -1.059
C 0.284 1.114 -0.117
C -0.188 0.243 1.122
C -0.591 -1.115 0.488
C -0.664 -2.300 1.510
C -0.545 -3.688 0.792
S 0.621 -4.811 1.693
B -1.251 0.956 2.103
O -2.349 1.546 1.566
O -1.117 0.971 3.499
C 1.143 0.341 1.931
O 1.484 -0.216 2.941
O 2.041 1.269 1.361
H 1.882 -1.941 0.713
H 2.500 -2.690 -0.770
H 3.630 -2.072 0.477
H 4.936 0.263 0.242
H 5.125 -0.657 -1.255
H 4.807 1.145 -1.353
H 2.250 2.174 -2.342
H -0.189 0.913 -1.089
H -0.007 2.148 0.149
H 0.086 -1.377 -0.347
H -1.596 -1.043 0.030
H 0.037 -2.187 2.350
H -1.681 -2.294 1.955
H -1.536 -4.149 0.668
H -0.108 -3.583 -0.216
H 0.635 -4.221 2.919
H -2.848 1.932 2.304
H -0.831 0.108 3.828
N -3.439 1.574 -2.244
S -3.640 1.834 -3.792
O -2.484 2.257 -4.520
O -4.896 2.384 -4.194
F -3.783 0.314 -4.268
S -3.182 2.897 -1.432
O -2.676 2.638 -0.111
O -4.159 3.936 -1.543
F -1.902 3.534 -2.152
```

Values from the calculation:
Net charge: -1
HOMO level in eV: -6.45
Total energy in eV: -86239.2223
HOMO-LUMO gap in eV: 8.6

In elementary charge units, the Mulliken charges are: number 1, C, carries -0.68; number 2, P, carries 0.07; number 3, C, carries -1.11; number 4, C, carries 0.96; number 5, S, carries -0.29; number 6, C, carries -1.97; number 7, C, carries 1.40; number 8, C, carries -1.54; number 9, C, carries -0.98; number 10, C, carries -0.60; number 11, S, carries -0.28; number 12, B, carries 0.73; number 13, O, carries -0.36; number 14, O, carries -0.57; number 15, C, carries -0.19; number 16, O, carries -0.59; number 17, O, carries -0.47; number 18, H, carries 0.02; number 19, H, carries 0.31; number 20, H, carries 0.44; number 21, H, carries 0.34; number 22, H, carries 0.37; number 23, H, carries 0.33; number 24, H, carries 0.22; number 25, H, carries 0.52; number 26, H, carries 0.49; number 27, H, carries 0.55; number 28, H, carries 0.51; number 29, H, carries 0.49; number 30, H, carries 0.44; number 31, H, carries 0.44; number 32, H, carries 0.34; number 33, H, carries 0.13; number 34, H, carries 0.24; number 35, H, carries 0.32; number 36, N, carries -0.27; number 37, S, carries 1.06; number 38, O, carries -0.58; number 39, O, carries -0.60; number 40, F, carries -0.29; number 41, S, carries 1.04; number 42, O, carries -0.48; number 43, O, carries -0.61; number 44, F, carries -0.29